The ion C2H7N4O with charge +1 in a non-equilibrium geometry, computed with ωB97M-V/def2-TZVPD.

Calculated values
- LUMO level (eV) = -3.34
- ΔE to the lowest compared entry with this formula, charge and spin (kcal/mol) = 107.4
- E_tot (Ha) = -374.27846
- Kohn-Sham gap (eV) = 10.86
- charge = +1
- structure (SMILES) = NN(O)CN=C=[NH2+]

Positions of all 14 atoms, in Å:
N -1.50368 0.92792 1.36823
N -0.87060 -0.26808 1.27024
O -1.48635 -1.32272 0.43446
C 0.45387 -0.15815 1.21418
N 1.25718 0.09515 -0.29738
C 1.30670 0.02384 -1.44922
N 1.63355 0.05637 -2.70784
H -2.31883 0.87208 1.92978
H -1.91709 1.27079 0.48997
H -2.38850 -1.33976 0.80171
H 0.96023 -1.16934 1.40718
H 0.89708 0.72830 1.80284
H 2.10767 -0.66684 -3.21405
H 1.86877 0.95045 -3.05010

Cartesian forces (eV/Å) of the 6 atoms listed first:
-1.384 1.238 -1.354
-0.867 -0.387 -0.882
0.782 1.624 1.051
3.248 -1.779 1.431
-1.338 0.009 0.255
1.317 -0.183 0.020

An isolated molecule of C27H27NO4S in a non-equilibrium geometry, computed with ωB97M-V/def2-TZVPD.

Calculated values
- LUMO level (eV) = 0.20
- ΔE to the lowest compared entry with this formula, charge and spin (kcal/mol) = 0.0
- E_tot (Ha) = -1798.86582
- Kohn-Sham gap (eV) = 7.73
- structure (SMILES) = CCOC(=O)[C@@H]([C@H](c1ccccc1)c1c(C)n(C)c2ccccc12)S(=O)(=O)c1ccccc1

Positions of all 60 atoms, in Å:
C 2.37025 -3.10335 4.38697
C 1.69319 -1.77332 4.47774
O 1.63595 -1.16174 3.10831
C 0.76611 -0.14541 3.22271
O 0.61578 0.37020 4.36865
C 0.01853 0.42580 1.98479
C -1.58422 0.42674 1.84286
C -2.19916 -0.94792 2.10958
C -3.29333 -1.37913 1.35870
C -4.04610 -2.49023 1.72922
C -3.53619 -3.36962 2.67326
C -2.41728 -2.98985 3.42118
C -1.78765 -1.73188 3.19476
C -1.98774 0.99605 0.50147
C -2.41984 2.30830 0.44248
C -2.42317 3.34949 1.47661
N -3.05778 2.53582 -0.76010
C -3.69716 3.77387 -1.15536
C -2.97480 1.38218 -1.56043
C -3.59632 1.11147 -2.74046
C -3.62505 -0.17976 -3.26413
C -2.87531 -1.16892 -2.58697
C -2.25686 -0.93316 -1.34702
C -2.25081 0.35775 -0.81022
S 0.99833 2.03429 1.89371
O 0.82687 2.50826 0.48261
O 0.43601 2.83188 2.91907
C 2.78672 1.97266 2.24132
C 3.37503 2.07690 3.51536
C 4.77656 2.13748 3.63389
C 5.58941 2.06955 2.48909
C 4.99022 1.91678 1.22608
C 3.59507 1.89299 1.10715
H 2.29115 -3.59159 5.37318
H 1.91257 -3.75687 3.64315
H 3.42319 -3.00630 4.12742
H 0.66952 -1.90874 4.87045
H 2.22105 -1.07248 5.14295
H 0.14240 -0.22155 1.11815
H -1.66866 1.18954 2.73834
H -3.70187 -0.77337 0.55236
H -5.04690 -2.63178 1.32393
H -3.96877 -4.34968 2.87040
H -2.03723 -3.55580 4.28997
H -1.15909 -1.18422 3.92266
H -1.89462 3.00905 2.36140
H -1.91083 4.23995 1.07722
H -3.46674 3.60139 1.74229
H -4.02633 3.66167 -2.19340
H -4.54398 4.01243 -0.49843
H -2.93962 4.56072 -1.06098
H -4.04267 1.93456 -3.32214
H -4.13058 -0.44555 -4.16349
H -2.79151 -2.16893 -3.00382
H -1.83758 -1.76615 -0.70723
H 2.74014 2.24107 4.39052
H 5.24389 2.30578 4.62222
H 6.68028 2.23563 2.57223
H 5.61397 1.88299 0.31964
H 3.14093 1.93936 0.11245

Cartesian forces (eV/Å) of the 6 atoms listed first:
0.340 -0.414 0.053
0.504 -0.084 -0.088
-1.466 -0.255 0.812
-1.023 1.463 3.406
-0.332 -0.845 -3.635
2.226 -2.251 -0.500

A structure of composition C36H39BrN8PPtSb, computed with ωB97M-V/def2-TZVPD.

Calculated values
- LUMO level (alpha / beta) (eV) = -11.78 / -14.04
- spin multiplicity = 5
- E_tot (Ha) = -5106.66645
- Kohn-Sham gap (alpha / beta) (eV) = 6.49 / 4.17
- charge = +4

Positions of all 87 atoms, in Å:
Pt 0.14596 0.25017 -0.95547
C -2.70864 -1.06035 -0.32223
C -2.87909 0.24377 -1.04882
C -4.15804 0.67913 -1.36076
C -4.34402 1.86544 -2.04451
C -3.22926 2.62555 -2.37260
C -1.97387 2.16962 -2.02598
N -1.79657 0.97809 -1.39876
Sb -0.21311 3.39616 -2.25057
C 0.13001 3.14552 -0.07283
C 1.24142 3.73494 0.53023
C 1.10441 4.16834 1.84178
C -0.11590 4.03014 2.48284
C -1.18015 3.43263 1.80699
C -2.55802 3.33829 2.39633
N -1.03427 2.97960 0.55385
C 0.57249 1.80753 -3.49071
C 0.40657 1.95006 -4.85666
C 0.97839 1.00013 -5.69045
C 1.78174 0.02239 -5.13257
C 1.95092 -0.05477 -3.75561
C 2.96349 -1.02551 -3.21921
N 1.27778 0.79979 -2.94358
H -3.52532 -1.20210 0.38392
H -1.76622 -1.10308 0.22559
H -2.74414 -1.90219 -1.01939
H -5.00627 0.07667 -1.06169
H -5.34113 2.20790 -2.29442
H -3.33622 3.57426 -2.88177
H 2.16793 3.89434 -0.00690
H 1.92829 4.67121 2.33429
H -0.26504 4.44229 3.47367
H -2.55805 3.51863 3.47116
H -3.00972 2.36859 2.17957
H -3.20148 4.09759 1.94794
H -0.13973 2.79221 -5.26431
H 0.84553 1.05935 -6.76405
H 2.33361 -0.66265 -5.76459
H 3.90781 -0.86641 -3.74117
H 2.67522 -2.06194 -3.41119
H 3.14864 -0.88153 -2.16466
Br -2.62701 -4.07615 -6.74407
C -1.75734 -3.41400 -5.31466
C -2.15607 -2.16038 -4.76126
C -1.51345 -1.68604 -3.65830
C -0.47372 -2.44274 -3.05758
C -0.03749 -3.65839 -3.65259
C -0.66810 -4.14731 -4.75696
N 0.18217 -1.92127 -1.94448
C 0.80886 -2.66382 -1.10230
C 1.82558 -2.06267 -0.23259
C 2.81160 -2.85657 0.31850
C 3.91025 -2.24303 0.92388
C 3.96430 -0.86332 0.95296
C 2.90863 -0.12784 0.41218
N 1.86006 -0.70978 -0.15662
H -2.95913 -1.60230 -5.22443
H -1.78651 -0.72931 -3.23272
H 0.81123 -4.19413 -3.24654
H -0.35209 -5.07845 -5.21122
H 0.68079 -3.74680 -1.07033
H 2.74966 -3.93575 0.24017
H 4.71031 -2.83922 1.34496
H 4.81293 -0.34555 1.38184
H 2.91182 0.95575 0.42371
C 1.69805 -0.97276 5.25907
N 0.53063 -1.76671 4.85075
C -0.64019 -1.37899 5.61126
N -0.81714 0.05059 5.28724
C 0.31626 0.89087 5.74443
N 1.47611 0.44738 5.00171
C 1.43242 0.76839 3.58586
P 0.04083 -0.10212 2.65197
C 0.33901 -1.80612 3.41564
C -1.27358 0.33102 3.96112
H 2.57059 -1.30871 4.70263
H 1.87558 -1.12424 6.32236
H -0.46470 -1.49753 6.67738
H -1.51723 -1.95181 5.31820
H 0.46518 0.74528 6.81189
H 0.10459 1.93962 5.54666
H 2.37714 0.46862 3.12991
H 1.31954 1.84487 3.44739
H 1.23677 -2.21880 2.94862
H -0.50059 -2.45949 3.17283
H -2.17615 -0.24408 3.74743
H -1.48633 1.39398 3.86137

Cartesian forces (eV/Å) of the 6 atoms listed first:
0.321 0.320 -0.612
0.052 0.035 -0.098
0.134 0.075 0.029
-0.116 0.031 -0.035
-0.054 0.003 -0.001
0.067 -0.046 -0.016